Entry from the OMol25 dataset: a gas-phase ion, C4H10N2O3P (charge -1) (wB97M-V/def2-TZVPD).

The value obtained for the HOMO-LUMO gap is 8.2 eV. Its total energy is -835.11829 hartree. As for the spin multiplicity: 1. The SMILES is CC[C@H](NP(N)O)C(=O)[O-]. Its total charge is -1.

Cartesian coordinates (Å):
C1 2.801 -0.368 0.288
C2 1.677 0.147 -0.621
C3 0.350 0.436 0.111
N1 -0.587 -0.683 -0.172
P1 -1.846 -1.030 0.951
N2 -2.803 0.344 0.759
O1 -2.562 -2.217 0.021
C4 -0.196 1.824 -0.376
O2 -1.297 1.845 -0.954
O3 0.593 2.751 -0.141
H1 3.445 -1.087 -0.229
H2 3.435 0.448 0.635
H3 2.393 -0.879 1.165
H4 1.470 -0.602 -1.391
H5 1.991 1.065 -1.115
H6 0.561 0.474 1.188
H7 -0.068 -1.561 -0.135
H8 -3.768 0.101 0.954
H9 -2.689 0.807 -0.146
H10 -2.900 -1.816 -0.791



Entry from the OMol25 dataset: a gas-phase ion, C4H10N2OP (charge -1) at a distorted geometry (wB97M-V/def2-TZVPD).

The value obtained for the HOMO-LUMO gap is 6.7 eV. Its total energy is -684.46873 hartree. As for the spin multiplicity: 1. The SMILES is CP([O-])N1CCCN1. Its total charge is -1.

Cartesian coordinates (Å):
C1 -2.583 -1.285 -0.133
P1 -1.689 0.162 0.628
O1 -2.809 1.240 0.321
N1 -0.211 -0.172 -0.711
C2 0.438 1.143 -0.990
C3 1.454 1.307 0.258
C4 1.657 -0.099 0.679
N2 0.811 -0.941 -0.053
H1 -2.937 -1.112 -1.101
H2 -3.304 -1.732 0.628
H3 -1.722 -2.026 -0.330
H4 -0.428 1.883 -0.923
H5 0.939 0.918 -1.957
H6 1.097 2.008 1.163
H7 2.389 1.776 -0.087
H8 2.644 -0.329 0.502
H9 1.595 -0.329 1.839
H10 0.241 -1.522 0.617



Entry from the OMol25 dataset: a gas-phase ion, C4H10N2OS (charge -2) at a distorted geometry (wB97M-V/def2-TZVPD).

The value obtained for the HOMO-LUMO gap is 5.7 eV. Its total energy is -741.26174 hartree. As for the spin multiplicity: 1. The SMILES is N[C@@H](C[S-])CNC[O-]. Its total charge is -2.

Cartesian coordinates (Å):
N1 1.967 0.674 0.856
C1 0.816 0.209 0.071
C2 0.910 -1.284 -0.356
S1 2.503 -1.766 -0.961
C3 -0.558 0.468 0.801
N2 -1.618 0.732 -0.187
C4 -3.021 0.788 0.381
O1 -3.572 2.007 0.108
H1 2.778 0.774 0.264
H2 2.236 -0.132 1.427
H3 0.771 0.785 -0.849
H4 -0.010 -1.406 -0.974
H5 0.763 -1.866 0.548
H6 -0.506 1.278 1.566
H7 -0.921 -0.472 1.285
H8 -1.436 1.687 -0.546
H9 -3.650 -0.019 -0.103
H10 -3.039 0.710 1.470



Entry from the OMol25 dataset: 2 unconnected molecules or ions with the total composition C4H10N2OS at a distorted geometry (wB97M-V/def2-TZVPD).

The value obtained for the HOMO-LUMO gap is 6.2 eV. Its total energy is -741.17033 hartree. As for the spin multiplicity: 1. Its total charge is 0.

Cartesian coordinates (Å):
N1 1.950 -0.716 -0.977
C1 0.799 -0.165 -0.401
C2 1.152 0.880 0.666
S1 0.451 2.479 0.036
C3 -0.219 -1.221 -0.021
N2 -1.401 -0.919 0.591
C4 -2.148 0.303 0.776
O1 -0.007 -2.348 -0.456
H1 2.303 -1.643 -0.809
H2 2.452 -0.171 -1.654
H3 0.370 0.545 -1.224
H4 2.229 1.081 0.623
H5 0.763 0.677 1.664
H6 0.191 1.043 -1.996
H7 -1.974 -1.758 0.800
H8 -3.113 0.221 0.268
H9 -2.222 0.592 1.835
H10 -1.576 1.120 0.280



Entry from the OMol25 dataset: C4H10N2S in the gas phase at a distorted geometry (wB97M-V/def2-TZVPD).

The value obtained for the HOMO-LUMO gap is 9.2 eV. Its total energy is -665.97476 hartree. As for the spin multiplicity: 1. The SMILES is [H]/N=C\N(S)C(C)C. Its total charge is 0.

Cartesian coordinates (Å):
H1 2.645 1.700 0.530
N1 2.147 1.367 1.464
C1 1.264 0.483 1.076
N2 0.902 0.086 -0.210
S1 1.468 1.145 -1.603
C2 -0.325 -0.622 -0.389
C3 -1.340 0.561 -0.512
C4 -0.620 -1.809 0.544
H2 0.658 -0.102 1.787
H3 0.171 1.984 -1.701
H4 -0.165 -0.922 -1.499
H5 -2.348 0.106 -0.972
H6 -0.958 1.385 -1.257
H7 -1.770 0.880 0.519
H8 -0.450 -1.201 1.522
H9 0.177 -2.612 0.405
H10 -1.456 -2.429 0.296



Entry from the OMol25 dataset: 2 unconnected molecules or ions with the total composition C4H10N2Si at a distorted geometry (wB97M-V/def2-TZVPD).

The value obtained for the HOMO-LUMO gap (spin up / spin down) is 4.3 / 4.7 eV. Its total energy is -557.15385 hartree. As for the spin multiplicity: 3. Its expectation value of S² is 2.0412. Its total charge is 0.

Cartesian coordinates (Å):
C1 2.967 0.279 0.691
C2 -2.617 1.344 0.247
C3 1.960 0.467 -0.139
C4 -1.357 1.032 0.449
N1 -0.656 -1.940 0.903
N2 -0.411 -0.860 -1.706
Si1 -0.378 -0.531 -0.035
H1 3.926 0.624 0.300
H2 3.149 -0.170 1.687
H3 -3.029 2.305 0.358
H4 -3.328 0.585 -0.255
H5 1.983 0.713 -1.205
H6 -0.606 1.780 0.555
H7 0.241 -2.281 1.237
H8 -1.459 -1.920 1.595
H9 0.440 -1.079 -2.307
H10 -1.180 -1.474 -1.920



Entry from the OMol25 dataset: a molecular structure, C4H10N3 at a distorted geometry (wB97M-V/def2-TZVPD).

The value obtained for the HOMO-LUMO gap is 10.9 eV. Its total energy is -322.38535 hartree. As for the spin multiplicity: 1. Its total charge is +1.

Cartesian coordinates (Å):
C1 1.220 0.412 0.722
C2 -1.246 0.314 0.638
C3 -0.002 1.014 0.045
C4 -0.007 -1.287 -0.459
N1 1.157 -0.940 0.214
N2 -1.111 -1.016 0.271
N3 -0.022 0.438 -1.280
H1 2.173 0.837 0.357
H2 1.117 0.522 1.800
H3 -1.114 0.459 1.796
H4 -2.242 0.734 0.479
H5 -0.112 2.160 0.098
H6 0.110 -2.117 -1.250
H7 2.024 -1.488 0.126
H8 -1.876 -1.412 -0.162
H9 -0.891 0.823 -1.600
H10 0.824 0.547 -1.797



Entry from the OMol25 dataset: a molecular structure, C4H10N3 at a distorted geometry (wB97M-V/def2-TZVPD).

The value obtained for the HOMO-LUMO gap (spin up / spin down) is 10.3 / 10.3 eV. Its total energy is -322.23568 hartree. As for the spin multiplicity: 1. Its total charge is +1.

Cartesian coordinates (Å):
C1 -0.656 -1.045 0.920
C2 -1.043 -0.552 -0.192
C3 0.389 1.553 1.848
C4 0.003 -1.163 -2.272
N1 -1.710 -0.167 1.005
N2 0.934 0.588 0.858
N3 -0.969 -0.333 -1.437
H1 -0.026 -1.730 1.467
H2 0.851 1.289 2.808
H3 0.460 2.594 1.626
H4 -0.662 1.037 1.947
H5 -0.505 -1.706 -3.039
H6 0.566 -0.368 -2.712
H7 0.789 -1.761 -1.672
H8 2.017 0.473 1.243
H9 -1.559 0.296 -2.051
H10 1.122 0.996 -0.347



Entry from the OMol25 dataset: a molecular structure, C4H10N3 at a distorted geometry (wB97M-V/def2-TZVPD).

The value obtained for the HOMO-LUMO gap is 8.6 eV. Its total energy is -322.30792 hartree. As for the spin multiplicity: 1. Its total charge is +1.

Cartesian coordinates (Å):
C1 0.610 1.018 -1.256
C2 -1.458 1.503 -0.508
C3 0.517 -0.201 -0.357
C4 -0.658 0.007 0.581
N1 -0.336 1.792 -1.237
N2 -1.445 -1.168 0.762
N3 1.975 -0.460 0.093
H1 1.673 1.209 -1.522
H2 -2.263 1.051 -1.063
H3 -1.741 2.240 0.226
H4 0.069 -1.113 -0.968
H5 -0.486 0.384 1.609
H6 -2.188 -1.185 -0.002
H7 -1.967 -1.085 1.563
H8 2.348 -0.546 -0.866
H9 1.921 -1.297 0.783
H10 2.186 0.505 0.489



Entry from the OMol25 dataset: 2 unconnected molecules or ions with the total composition C4H10N3O at a distorted geometry (wB97M-V/def2-TZVPD).

The value obtained for the HOMO-LUMO gap is 9.0 eV. Its total energy is -397.49711 hartree. As for the spin multiplicity: 1. Its total charge is +1.

Cartesian coordinates (Å):
C1 -1.255 1.824 1.733
C2 -1.024 -0.426 -1.617
C3 0.378 -0.988 -1.880
C4 -0.279 -1.009 -0.483
N1 -0.320 2.455 1.169
N2 0.135 -0.124 0.544
N3 1.365 -0.648 1.133
O1 -1.966 1.169 2.318
H1 -1.412 0.653 -1.760
H2 -1.762 -1.100 -2.108
H3 0.628 -1.843 -2.417
H4 1.209 -0.380 -2.117
H5 -0.621 -1.839 0.057
H6 0.201 1.496 0.536
H7 -0.201 3.428 0.951
H8 1.629 -0.179 1.936
H9 2.186 -0.830 0.405
H10 1.108 -1.661 1.599



Entry from the OMol25 dataset: a molecular structure, C4H10N3O at a distorted geometry (wB97M-V/def2-TZVPD).

The value obtained for the HOMO-LUMO gap (spin up / spin down) is 5.8 / 8.8 eV. Its total energy is -397.37261 hartree. As for the spin multiplicity: 3. Its expectation value of S² is 2.0081. Its total charge is +1.

Cartesian coordinates (Å):
C1 -2.024 0.415 -0.010
C2 0.418 -0.894 -0.130
C3 -0.819 -1.633 0.334
C4 1.841 1.018 -0.219
N1 -0.383 1.295 0.138
N2 -2.936 1.258 -0.251
N3 0.663 0.409 0.457
O1 -2.039 -0.862 0.081
H1 1.167 -1.651 -0.032
H2 0.269 -0.630 -1.278
H3 -0.994 -2.615 -0.325
H4 -0.866 -2.129 1.366
H5 2.316 1.839 0.271
H6 2.497 0.229 -0.325
H7 1.647 1.348 -1.209
H8 -2.481 2.155 -0.452
H9 -3.833 0.962 -0.554
H10 0.991 0.393 1.601



Entry from the OMol25 dataset: a gas-phase ion, C4H10N3O2 (charge -1) at a distorted geometry (wB97M-V/def2-TZVPD).

The value obtained for the HOMO-LUMO gap is 7.9 eV. Its total energy is -473.12841 hartree. As for the spin multiplicity: 1. The SMILES is CC[C@H](C(=O)[O-])N(N)N. Its total charge is -1.

Cartesian coordinates (Å):
C1 2.130 0.453 -0.313
C2 0.797 0.660 -1.075
C3 -0.205 -0.440 -0.532
C4 -1.580 -0.145 -1.225
O1 -2.279 0.830 -0.884
O2 -1.783 -0.904 -2.211
N1 -0.159 -0.502 0.985
N2 -0.817 0.628 1.416
N3 -0.758 -1.657 1.637
H1 2.783 -0.340 -0.603
H2 2.874 1.289 -0.506
H3 1.781 0.323 0.778
H4 0.465 1.612 -0.748
H5 0.880 0.584 -2.136
H6 0.114 -1.500 -1.005
H7 -1.642 0.834 0.789
H8 -0.169 1.428 1.658
H9 -0.737 -1.495 2.573
H10 -1.695 -1.657 1.403



Entry from the OMol25 dataset: 2 unconnected molecules or ions with the total composition C4H10N3O2 at a distorted geometry (wB97M-V/def2-TZVPD).

The value obtained for the HOMO-LUMO gap (spin up / spin down) is 8.5 / 6.3 eV. Its total energy is -472.68412 hartree. As for the spin multiplicity: 1. Its total charge is +1.

Cartesian coordinates (Å):
C1 -2.188 0.285 0.840
C2 1.512 1.633 -0.484
C3 -1.523 -0.696 -0.115
C4 0.127 1.055 -0.722
N1 3.506 -2.935 0.660
N2 -0.099 -0.323 -0.235
N3 0.871 -1.019 0.219
O1 2.483 -3.314 0.467
O2 0.802 -2.149 0.614
H1 -3.163 -0.179 1.187
H2 -1.544 0.434 1.701
H3 -2.316 1.281 0.368
H4 2.250 0.946 -1.032
H5 1.636 2.619 -0.900
H6 1.785 1.675 0.533
H7 -1.517 -1.722 0.179
H8 -1.939 -0.518 -1.154
H9 -0.621 1.729 -0.373
H10 -0.065 1.199 -1.754



Entry from the OMol25 dataset: 2 unconnected molecules or ions with the total composition C4H10N3S at a distorted geometry (wB97M-V/def2-TZVPD).

The value obtained for the HOMO-LUMO gap (spin up / spin down) is 7.7 / 7.7 eV. Its total energy is -720.43715 hartree. As for the spin multiplicity: 1. Its total charge is +1.

Cartesian coordinates (Å):
C1 1.110 -1.206 0.413
C2 -1.310 1.727 -1.088
C3 0.110 1.565 -0.757
C4 -0.736 0.325 -1.029
N1 1.267 -2.512 0.325
N2 -1.085 -0.558 -0.042
N3 -1.358 0.067 1.060
S1 2.261 -0.175 1.127
H1 -2.060 1.837 -0.341
H2 -1.530 2.165 -2.091
H3 0.842 1.782 -1.484
H4 0.540 1.811 0.247
H5 -0.511 -0.408 -1.937
H6 0.654 -2.975 -0.267
H7 2.078 -3.040 0.709
H8 -1.024 0.986 1.177
H9 2.550 -0.976 2.089
H10 -1.796 -0.416 1.891